Record 1
# C30H41FeN3SbSe4

A structure of composition C30H41FeN3SbSe4 (ωB97M-V/def2-TZVPD, OMol25).

Its spin multiplicity is 6. As for the total charge: -2. The calculation puts the electronic energy at -12441.86603 Eh. The LUMO energy (spin up / spin down) comes out at 3.670 / 3.669 eV.

Structure (XYZ):
```
80
Properties=species:S:1:pos:R:3:lowdin_spin:R:1
Fe -0.241 0.325 0.145 3.84
C -1.313 -4.521 5.137 0.00
C -1.109 -3.059 5.559 0.00
C -2.372 -2.539 6.257 0.00
C 0.054 -2.993 6.548 0.00
C -0.838 -2.235 4.304 0.00
C 0.385 -1.642 4.041 0.00
C 0.569 -0.954 2.852 0.01
N -0.385 -0.851 1.943 0.06
C -1.552 -1.473 2.143 0.00
C -1.824 -2.133 3.325 0.00
C -2.448 -1.514 0.959 0.00
C -3.654 -2.203 0.941 0.00
C -4.337 -2.363 -0.254 0.00
C -3.766 -1.810 -1.397 0.00
C -2.589 -1.100 -1.295 0.01
N -1.963 -0.931 -0.138 0.05
C -5.654 -3.126 -0.355 0.00
C -5.526 -4.222 -1.422 0.00
C -6.758 -2.137 -0.756 0.00
C -6.041 -3.786 0.968 0.00
H -1.485 -5.145 6.018 0.00
H -0.439 -4.895 4.603 0.00
H -2.170 -4.627 4.470 0.00
H -2.564 -3.122 7.162 0.00
H -3.251 -2.618 5.616 0.00
H -2.257 -1.490 6.539 0.00
H -0.203 -3.558 7.448 0.00
H 0.271 -1.965 6.844 0.00
H 0.962 -3.428 6.128 0.00
H 1.219 -1.724 4.722 0.00
H 1.523 -0.510 2.595 0.00
H -2.769 -2.639 3.455 0.00
H -4.013 -2.669 1.844 0.00
H -4.218 -1.933 -2.372 0.00
H -2.104 -0.674 -2.165 0.00
H -5.369 -3.801 -2.415 0.00
H -6.440 -4.820 -1.452 0.00
H -4.683 -4.879 -1.203 0.00
H -6.523 -1.647 -1.701 0.00
H -6.876 -1.361 0.002 0.00
H -7.711 -2.662 -0.869 0.00
H -5.276 -4.489 1.304 0.00
H -6.973 -4.339 0.836 0.00
H -6.201 -3.047 1.756 0.00
C 1.792 3.263 1.662 0.00
C 0.563 3.647 2.489 0.01
C 0.187 2.545 3.484 0.00
C -0.641 4.090 1.676 0.05
C -1.149 5.355 1.919 0.00
C -2.270 5.850 1.265 0.05
C -2.894 5.023 0.341 0.00
C -2.444 3.744 0.059 0.05
C -3.258 2.914 -0.915 0.01
C -2.468 2.408 -2.122 0.00
C -3.999 1.786 -0.190 0.00
C -1.292 3.214 0.737 0.08
N -0.876 1.957 0.560 0.48
H 2.648 3.093 2.322 0.00
H 2.056 4.062 0.965 0.00
H 1.630 2.361 1.077 0.00
H 0.857 4.528 3.074 0.00
H -0.204 1.680 2.950 0.00
H -0.586 2.895 4.174 0.00
H 1.056 2.229 4.069 0.00
H -0.635 5.981 2.644 0.00
H -2.646 6.845 1.470 0.00
H -3.775 5.382 -0.186 0.00
H -4.021 3.593 -1.315 0.00
H -1.642 1.768 -1.819 0.00
H -2.044 3.244 -2.682 0.00
H -3.121 1.843 -2.796 0.00
H -3.288 1.138 0.323 0.00
H -4.581 1.178 -0.891 0.00
H -4.679 2.201 0.558 0.00
Se 2.195 -4.034 -2.649 0.02
Sb 1.645 -3.223 -0.440 0.02
Se 1.543 -0.620 -0.948 0.19
Se -0.476 -4.087 0.429 0.01
Se 3.401 -3.152 1.232 0.03
```


Record 2
# C35H37N3O5PSeTc

A structure of composition C35H37N3O5PSeTc (ωB97M-V/def2-TZVPD, OMol25).

Its spin multiplicity is 4. As for the total charge: +1. The calculation puts the electronic energy at -4719.81939 Eh. The LUMO energy (spin up / spin down) comes out at -3.599 / -4.886 eV. The value obtained for the energy above the lowest of the compared OMol25 structures with the same formula, charge and spin is 16.4 kcal per mole.

Structure (XYZ):
```
83
Properties=species:S:1:pos:R:3:nbo_charge:R:1
Tc 0.429 -1.259 -0.636 1.29
O 1.499 1.041 -0.812 -0.74
C 2.893 0.851 -0.618 -0.09
C 3.309 -0.485 -1.227 -0.26
N 2.591 -1.635 -0.658 -0.44
C 2.773 -2.786 -1.543 -0.35
C 1.779 -2.635 -2.749 0.77
O 2.055 -3.082 -3.832 -0.54
O 0.701 -2.006 -2.428 -0.68
C 2.942 -1.875 0.740 -0.35
C 2.083 -0.970 1.660 0.79
O 2.559 -0.543 2.697 -0.61
O 0.911 -0.706 1.227 -0.67
H 1.133 1.551 -0.077 0.52
H 3.148 0.876 0.447 0.20
H 3.440 1.657 -1.124 0.21
H 4.392 -0.609 -1.096 0.23
H 3.096 -0.451 -2.300 0.23
H 2.497 -3.709 -1.023 0.24
H 3.802 -2.889 -1.902 0.24
H 4.006 -1.710 0.949 0.24
H 2.695 -2.906 1.009 0.24
C -1.674 -0.538 -3.692 -0.64
C -2.968 -0.085 -3.101 0.02
C -3.985 0.404 -3.911 -0.20
C -5.191 0.826 -3.379 -0.17
C -5.396 0.766 -2.011 -0.21
C -4.400 0.273 -1.188 -0.20
C -3.183 -0.153 -1.722 -0.35
P -1.979 -0.968 -0.608 1.03
C -2.524 -0.406 1.038 -0.29
C -2.942 -1.342 1.980 -0.21
C -3.388 -0.933 3.223 -0.21
C -3.415 0.417 3.531 -0.17
C -2.972 1.348 2.607 -0.19
C -2.517 0.959 1.353 0.00
C -2.083 1.990 0.356 -0.63
C -2.531 -2.701 -0.739 -0.37
C -3.793 -3.085 -1.172 -0.17
C -4.067 -4.428 -1.378 -0.20
C -3.074 -5.372 -1.189 -0.17
C -1.818 -4.990 -0.747 -0.22
C -1.535 -3.655 -0.493 0.07
C -0.230 -3.206 0.062 -0.60
H -1.713 -0.527 -4.777 0.24
H -1.437 -1.549 -3.359 0.23
H -0.862 0.117 -3.369 0.22
H -3.836 0.443 -4.980 0.22
H -5.972 1.191 -4.030 0.23
H -6.334 1.090 -1.583 0.23
H -4.573 0.209 -0.123 0.23
H -2.938 -2.393 1.725 0.22
H -3.716 -1.663 3.948 0.23
H -3.770 0.746 4.494 0.23
H -2.995 2.399 2.857 0.23
H -1.756 2.891 0.871 0.24
H -2.918 2.255 -0.292 0.24
H -1.279 1.614 -0.279 0.19
H -4.551 -2.340 -1.365 0.23
H -5.047 -4.740 -1.709 0.23
H -3.271 -6.415 -1.397 0.23
H -1.055 -5.741 -0.601 0.22
H 0.522 -3.972 -0.138 0.22
H -0.330 -3.125 1.152 0.24
C 1.175 4.125 1.191 -0.44
N 2.250 3.452 1.864 -0.40
C 2.120 2.371 2.677 0.24
Se 0.571 1.503 3.094 -0.22
N 3.346 2.032 3.129 -0.57
C 4.288 2.884 2.603 0.17
C 5.665 2.960 2.740 -0.25
C 6.310 4.003 2.097 -0.20
C 5.606 4.934 1.336 -0.21
C 4.235 4.849 1.167 -0.23
C 3.584 3.810 1.811 0.09
H 0.241 3.633 1.461 0.26
H 1.320 4.081 0.109 0.20
H 1.122 5.170 1.497 0.22
H 3.503 1.212 3.697 0.46
H 6.203 2.242 3.333 0.23
H 7.380 4.103 2.192 0.23
H 6.145 5.741 0.867 0.23
H 3.700 5.566 0.564 0.23
```


Q: Which value of electronic energy does entry 2 give?
A: -4719.81939 Eh